(1)
# C4H11NO

A cluster of 2 separate species, C4H11NO in total (ωB97M-V/def2-TZVPD, OMol25).

Computed properties:
LUMO energy in eV: 0.81
Calculated total energy in Eh: -288.99707
Highest occupied orbital energy in eV: -9.8
SMILES string: CC(N)=O.CC
Energy relative to the best compared isomer or geometry (same formula, charge and spin) in kcal/mol: 12.5
Gap between HOMO and LUMO in eV: 10.6
Spin multiplicity: 1

```
17
Properties=species:S:1:pos:R:3:forces:R:3:nbo_charge:R:1
C -1.962 0.417 1.449 -0.473 -0.454 -1.028 -0.71
C -0.748 0.084 2.251 0.720 -1.073 1.048 0.67
O -0.342 0.789 3.140 0.138 0.700 0.406 -0.60
N -0.100 -1.127 2.010 -1.007 0.596 -0.657 -0.84
H -2.297 -0.470 0.916 -0.019 0.028 -0.331 0.21
H -1.706 1.194 0.730 0.064 -0.031 -0.125 0.24
H 0.678 -1.408 2.579 0.026 0.293 0.045 0.41
H -0.350 -1.703 1.227 -0.013 -0.044 0.051 0.39
H -2.845 0.781 1.979 0.573 -0.012 0.559 0.25
C 1.648 -0.473 -2.070 -1.108 0.300 1.787 -0.61
C 0.756 0.808 -1.949 0.850 -0.142 -1.854 -0.62
H 2.698 -0.231 -2.182 0.034 0.023 -0.411 0.21
H 1.594 -1.018 -1.129 -0.027 -0.395 -0.001 0.20
H 1.245 -1.108 -2.850 0.361 -0.084 -0.208 0.21
H 0.465 1.273 -1.007 0.336 -0.583 0.181 0.21
H -0.122 0.690 -2.595 -0.079 0.019 0.417 0.20
H 1.387 1.500 -2.500 -0.376 0.858 0.120 0.21
```
Positions in Å, forces in eV/Å.

---

(2)
# C7H11P

An isolated molecule of C7H11P (ωB97M-V/def2-TZVPD, OMol25).

Computed properties:
LUMO energy in eV: 1.01
Calculated total energy in Eh: -614.58225
Highest occupied orbital energy in eV: -9.3
SMILES string: P[C@@]12C=C[C@@H](CC1)C2
Energy relative to the best compared isomer or geometry (same formula, charge and spin) in kcal/mol: 13.9
Gap between HOMO and LUMO in eV: 10.3
Spin multiplicity: 1

```
19
Properties=species:S:1:pos:R:3:forces:R:3:nbo_charge:R:1
C -0.983 -1.672 0.327 -1.803 0.331 -1.822 -0.20
C 0.245 -1.594 0.736 2.342 1.241 -1.063 -0.20
C -1.289 0.694 0.207 0.922 0.605 -0.302 -0.41
C 0.074 0.801 0.835 1.627 -0.297 -0.692 -0.41
C 0.174 -0.339 -1.326 -3.088 0.385 -0.068 -0.43
C -1.236 -0.528 -0.667 -0.699 -0.751 -0.032 -0.24
C 0.846 -0.282 0.035 0.010 -1.153 0.794 -0.34
P 2.643 -0.191 -0.232 0.987 -1.915 2.025 0.35
H -1.812 -2.308 0.534 -0.116 -0.686 0.634 0.22
H 0.845 -2.173 1.404 -0.036 -0.316 0.512 0.22
H -2.078 0.696 0.865 -1.813 -0.223 1.810 0.21
H -1.449 1.538 -0.395 -0.247 1.389 -1.063 0.20
H 0.619 1.733 0.716 -0.428 0.437 0.095 0.21
H 0.147 0.463 1.844 -0.217 0.311 0.960 0.21
H 0.399 -1.321 -1.791 0.286 1.175 -0.691 0.24
H -0.027 0.666 -1.898 1.562 -2.051 0.487 0.23
H -2.183 -0.562 -1.273 1.158 -0.431 0.211 0.22
H 3.118 0.222 1.108 -0.419 -0.638 -0.755 -0.03
H 2.649 1.090 -0.531 -0.027 2.586 -1.039 -0.05
```
Positions in Å, forces in eV/Å.